(1)
Entry from the OMol25 dataset: a 2-piece molecular cluster, H2NO4S overall (ωB97M-V with the def2-TZVPD basis set).

Geometry (Å):
N1 2.80 -1.00 -0.69
O1 1.99 0.40 1.12
O2 2.29 1.55 -0.99
O3 -0.62 0.09 0.66
O4 3.83 -1.72 -0.68
S1 2.94 0.72 0.02
H1 -1.05 -0.40 -0.11
H2 0.36 0.02 0.62

Calculated values
Net charge = -1
Spin multiplicity = 3
Kohn-Sham gap (alpha / beta) = 7.768 / 8.675 eV
Energy above the lowest of the compared OMol25 structures with the same formula, charge and spin = 0.0 kJ/mol
Molecular weight = 112.09 g mol⁻¹
Maximum force = 0.0651 Eh/bohr

For reference, the Löwdin charges in units of e are: -0.263, -0.542, -0.515, -0.147, -0.214, 0.675, 0.045, -0.039

(2)
Entry from the OMol25 dataset: C2H6N4 in the gas phase (ωB97M-V with the def2-TZVPD basis set).

Geometry (Å):
C1 -0.31 2.14 1.16
N1 -0.05 1.12 0.40
N2 -0.59 -0.03 0.80
C2 -0.33 -1.18 0.14
N3 0.32 -1.63 -0.84
N4 0.70 -0.63 -1.79
H1 -0.81 2.31 2.25
H2 0.40 2.98 0.76
H3 -0.68 -0.08 1.95
H4 -0.47 -1.88 0.96
H5 1.31 0.24 -1.40
H6 1.47 -1.11 -2.25

Calculated values
Net charge = 0
Kohn-Sham gap = 8.869 eV
Energy above the lowest of the compared OMol25 structures with the same formula, charge and spin = 479.4 kJ/mol
Molecular weight = 86.10 g mol⁻¹
Maximum force = 0.0894 Eh/bohr

For reference, the Löwdin charges in units of e are: -0.084, -0.093, -0.081, -0.310, -0.037, -0.062, 0.113, 0.085, 0.212, 0.103, 0.115, 0.038

(3)
Entry from the OMol25 dataset: a 2-piece molecular cluster, C2H4N2 overall (ωB97M-V with the def2-TZVPD basis set).

Geometry (Å):
C1 -1.07 -0.26 -1.04
C2 -0.06 -1.05 -0.81
N1 -0.77 -0.58 0.30
N2 0.73 1.32 1.20
H1 -1.76 0.30 -1.62
H2 0.79 -1.63 -1.10
H3 1.58 0.84 0.89
H4 0.57 1.06 2.17

Calculated values
Net charge = 0
Kohn-Sham gap (alpha / beta) = 7.445 / 10.916 eV
Energy above the lowest of the compared OMol25 structures with the same formula, charge and spin = 607.0 kJ/mol
Molecular weight = 56.07 g mol⁻¹
Maximum force = 0.0374 Eh/bohr

For reference, the Löwdin charges in units of e are: -0.075, -0.092, 0.043, 0.040, 0.089, 0.088, -0.048, -0.046

(4)
Entry from the OMol25 dataset: an isolated ion of composition C5H9N2 and charge +1 (ωB97M-V with the def2-TZVPD basis set).

Geometry (Å):
C1 -0.99 -3.41 0.01
C2 -0.72 -2.00 0.30
C3 -0.25 -0.91 0.54
C4 0.24 0.73 0.50
N1 1.25 0.98 1.30
N2 -0.21 1.41 -0.53
C5 0.35 2.61 -1.01
H1 -1.80 -3.53 -0.78
H2 -1.29 -3.88 0.85
H3 0.00 -3.78 -0.25
H4 1.31 0.19 2.00
H5 1.28 1.89 1.67
H6 -0.96 0.91 -0.98
H7 0.32 3.43 -0.36
H8 0.08 3.01 -2.01
H9 1.40 2.34 -1.24

Calculated values
Net charge = +1
Kohn-Sham gap = 10.372 eV
Energy above the lowest of the compared OMol25 structures with the same formula, charge and spin = 400.9 kJ/mol
Molecular weight = 97.14 g mol⁻¹
Maximum force = 0.1222 Eh/bohr

For reference, the Löwdin charges in units of e are: -0.053, -0.085, 0.109, -0.232, 0.209, 0.042, -0.041, 0.127, 0.044, 0.100, 0.171, 0.115, 0.170, 0.079, 0.124, 0.121

(5)
Entry from the OMol25 dataset: C4H12N2 in the gas phase (ωB97M-V with the def2-TZVPD basis set).

Geometry (Å):
C1 -0.05 2.43 1.12
N1 0.38 1.39 0.22
C2 -0.47 0.25 0.06
C3 0.24 -1.10 -0.15
C4 -0.77 -2.21 -0.43
N2 1.19 -1.04 -1.28
H1 -1.11 2.32 1.28
H2 0.52 2.47 2.07
H3 0.07 3.44 0.71
H4 1.25 1.47 -0.23
H5 -1.03 0.07 0.99
H6 -1.23 0.39 -0.72
H7 0.83 -1.17 0.77
H8 -1.39 -2.41 0.45
H9 -0.24 -3.04 -0.87
H10 -1.48 -1.80 -1.16
H11 2.15 -1.27 -1.07
H12 1.16 -0.15 -1.77

Calculated values
Net charge = 0
Kohn-Sham gap = 9.353 eV
Energy above the lowest of the compared OMol25 structures with the same formula, charge and spin = 99.2 kJ/mol
Molecular weight = 88.15 g mol⁻¹
Maximum force = 0.0292 Eh/bohr

For reference, the Löwdin charges in units of e are: -0.136, -0.131, -0.246, -0.439, -0.075, 0.025, 0.073, 0.072, 0.070, 0.085, 0.118, 0.114, 0.131, 0.075, 0.068, 0.072, 0.059, 0.062

(6)
Entry from the OMol25 dataset: C11H11ClHfN2O2 as an isolated structure (ωB97M-V with the def2-TZVPD basis set).

Geometry (Å):
Cl1 -1.63 2.96 -1.88
C1 -0.73 -1.57 -1.16
C2 0.69 -1.75 -0.99
C3 1.38 -0.75 -1.78
H1 1.14 -2.68 -0.66
C4 0.37 0.05 -2.45
C5 -0.95 -0.45 -2.05
H2 -1.89 -0.18 -2.54
H3 -1.45 -2.35 -0.98
H4 2.44 -0.76 -2.03
C6 0.62 1.10 -3.46
Hf1 0.09 0.54 -0.24
C7 2.10 1.43 0.60
O1 2.99 1.90 1.20
C8 -1.77 2.08 0.02
O2 -2.54 2.61 0.74
H5 1.59 1.59 -3.26
H6 -0.19 1.85 -3.39
H7 0.63 0.67 -4.48
N1 -0.31 -1.59 2.36
C9 -0.44 -1.55 3.69
C10 -0.38 -0.23 4.07
C11 -0.21 0.52 2.93
N2 -0.17 -0.31 1.83
H8 -0.30 -2.43 1.80
H9 -0.56 -2.43 4.27
H10 -0.45 0.15 5.06
H11 -0.09 1.58 2.80

Calculated values
Net charge = +2
Kohn-Sham gap = 6.248 eV
Energy above the lowest of the compared OMol25 structures with the same formula, charge and spin = 14.9 kJ/mol
Molecular weight = 417.16 g mol⁻¹
Maximum force = 0.1383 Eh/bohr

For reference, the Löwdin charges in units of e are: 0.357, -0.124, -0.128, -0.116, 0.136, -0.424, -0.134, 0.153, 0.139, 0.154, -0.045, 1.616, 0.069, 0.223, -0.567, 0.032, 0.104, 0.000, 0.127, 0.045, 0.006, 0.006, -0.077, -0.129, 0.175, 0.151, 0.127, 0.125

(7)
Entry from the OMol25 dataset: C7H12N2 as an isolated structure (ωB97M-V with the def2-TZVPD basis set).

Geometry (Å):
C1 0.60 0.57 -0.07
C2 1.80 0.96 -0.74
C3 1.58 -0.57 -1.48
C4 0.15 -0.43 -2.13
C5 -0.49 0.43 -1.04
C6 -0.47 0.50 1.02
C7 1.23 -0.90 0.09
H1 -3.36 -1.19 3.26
H2 -2.47 0.86 3.26
H3 1.45 1.86 -1.17
H4 2.83 1.07 -0.29
H5 2.46 -0.82 -1.94
H6 0.44 0.36 -2.95
H7 -0.06 -1.55 -2.31
H8 -1.01 1.17 -1.27
H9 -2.70 0.00 1.70
H10 -0.32 0.37 2.14
H11 2.20 -0.76 0.70
H12 0.77 -1.97 0.32
N1 -3.20 0.02 2.64
N2 -1.43 0.04 0.27

Calculated values
Net charge = 0
Kohn-Sham gap = 9.761 eV
Energy above the lowest of the compared OMol25 structures with the same formula, charge and spin = 880.5 kJ/mol
Molecular weight = 124.19 g mol⁻¹
Maximum force = 0.1595 Eh/bohr

For reference, the Löwdin charges in units of e are: -0.464, -0.074, -0.156, -0.073, -0.184, -0.102, -0.059, 0.147, 0.093, 0.095, 0.132, 0.083, 0.149, 0.144, 0.060, -0.112, 0.122, 0.123, 0.146, -0.171, 0.102

(8)
Entry from the OMol25 dataset: a 2-piece molecular cluster, C33H36ClN3O6S overall (ωB97M-V with the def2-TZVPD basis set).

Geometry (Å):
N1 -5.75 -0.10 3.83
C1 -4.60 -0.10 3.61
C2 -3.20 -0.07 3.33
C3 -2.47 -1.27 3.24
C4 -1.09 -1.23 3.12
C5 -0.42 0.01 3.07
S1 1.28 0.01 2.27
C6 2.98 0.31 2.70
Cl1 4.27 -0.66 2.32
O1 1.31 -1.41 1.93
O2 1.00 1.03 1.23
C7 -1.16 1.19 3.01
C8 -2.54 1.15 3.17
H1 -2.98 -2.23 3.25
H2 -0.54 -2.16 2.99
H3 3.17 1.05 3.46
H4 -0.66 2.14 2.81
H5 -3.12 2.08 3.14
C9 6.19 6.44 -5.66
O3 6.77 6.93 -4.43
C10 6.34 6.41 -3.25
C11 5.31 5.48 -3.11
C12 5.34 4.58 -2.04
C13 4.50 3.32 -2.03
C14 5.35 2.08 -2.29
C15 5.86 2.03 -3.73
O4 6.56 2.86 -4.31
N2 5.38 0.88 -4.30
C16 5.60 0.59 -5.71
C17 4.45 0.14 -3.48
C18 3.00 0.34 -3.95
C19 4.80 -1.35 -3.47
N3 4.67 0.78 -2.16
C20 4.05 0.42 -1.03
C21 3.34 -0.77 -0.81
C22 2.01 -0.68 -0.53
C23 1.03 -1.75 -0.61
C24 -0.35 -1.44 -0.54
C25 -1.33 -2.42 -0.60
C26 -0.98 -3.74 -0.93
C27 0.38 -4.08 -0.98
C28 1.38 -3.10 -0.84
C29 6.21 4.83 -0.97
C30 7.14 5.87 -1.02
O5 8.14 6.10 -0.14
C31 8.10 5.47 1.16
C32 7.14 6.74 -2.14
O6 8.07 7.73 -2.25
C33 9.41 7.34 -2.70
H6 6.76 6.92 -6.46
H7 6.30 5.34 -5.73
H8 5.13 6.71 -5.72
H9 4.57 5.36 -3.91
H10 3.96 3.22 -1.08
H11 3.74 3.38 -2.83
H12 6.23 2.11 -1.63
H13 6.35 1.29 -6.10
H14 5.97 -0.44 -5.83
H15 4.67 0.68 -6.29
H16 2.72 1.40 -3.90
H17 2.92 -0.01 -4.99
H18 2.30 -0.24 -3.34
H19 5.73 -1.51 -2.91
H20 4.00 -1.93 -3.00
H21 4.92 -1.70 -4.50
H22 4.11 1.16 -0.22
H23 3.82 -1.76 -0.83
H24 1.57 0.31 -0.57
H25 -0.63 -0.39 -0.42
H26 -2.38 -2.13 -0.50
H27 -1.75 -4.47 -1.15
H28 0.67 -5.11 -1.21
H29 2.43 -3.39 -0.91
H30 6.20 4.16 -0.11
H31 8.91 5.93 1.73
H32 7.14 5.66 1.66
H33 8.27 4.39 1.08
H34 9.97 8.27 -2.73
H35 9.84 6.64 -1.97
H36 9.34 6.89 -3.69

Calculated values
Net charge = 0
Kohn-Sham gap = 4.556 eV
Energy above the lowest of the compared OMol25 structures with the same formula, charge and spin = 131.4 kJ/mol
Molecular weight = 638.19 g mol⁻¹
Maximum force = 0.0844 Eh/bohr

For reference, the Löwdin charges in units of e are: 0.144, -0.180, -0.241, -0.025, -0.056, -0.203, 0.650, -0.857, 0.569, -0.429, -0.415, -0.063, -0.025, 0.122, 0.113, -0.014, 0.112, 0.120, -0.043, -0.068, -0.189, 0.015, -0.222, -0.071, -0.141, -0.362, 0.085, -0.026, -0.003, -0.454, 0.027, 0.010, 0.074, 0.040, -0.114, -0.052, -0.228, -0.027, -0.068, -0.077, -0.079, -0.019, 0.017, -0.193, -0.079, -0.049, -0.158, -0.082, -0.024, 0.094, 0.088, 0.091, 0.119, 0.128, 0.126, 0.173, 0.099, 0.089, 0.097, 0.096, 0.092, 0.085, 0.108, 0.077, 0.086, 0.150, 0.124, 0.108, 0.119, 0.107, 0.102, 0.104, 0.110, 0.117, 0.092, 0.099, 0.091, 0.091, 0.085, 0.089

Question: The lowest maximum force belongs to which entry?
Answer: C4H12N2

Question: Which of these has the lowest maximum force?
Answer: C4H12N2